Record 1
Density functional theory data (ωB97M-V with the def2-TZVPD basis set) for C3H3NS in the gas phase at a distorted geometry.

Properties
HOMO level (spin up / spin down) in hartree: -0.32065 / -0.32670
LUMO energy (spin up / spin down) in eV: -1.464 / -1.067
Frontier orbital gap (spin up / spin down) in hartree: 0.2669 / 0.2875

```
8
C3H3NS (ωB97M-V with the def2-TZVPD basis set)
C -2.01439 -1.81800 -0.40615
C 1.06701 0.23989 -0.24893
C -1.96467 -0.59634 0.26087
N -1.95492 -2.85900 -0.95484
S -0.48917 0.45817 0.45319
H 1.81466 0.51889 0.51308
H 1.09535 -0.33451 -1.12512
H -2.77214 0.13877 0.36912
```

Record 2
Density functional theory data (ωB97M-V with the def2-TZVPD basis set) for 16 unconnected molecules or ions with the total composition C3H36NO16S at a distorted geometry.

Properties
HOMO level in hartree: -0.23085
Net charge: -1
LUMO energy in eV: 2.410
Frontier orbital gap in hartree: 0.3194

```
57
C3H36NO16S (ωB97M-V with the def2-TZVPD basis set)
C 0.68679 0.10376 -0.84020
C -0.44366 0.80012 -1.55482
S -0.55249 0.35307 -3.35169
C 0.22180 -0.80464 0.29708
N -0.83351 -1.56267 0.19805
O 0.94380 -0.81868 1.33040
H 1.37011 0.92947 -0.40780
H 1.33718 -0.46361 -1.53181
H -0.24813 1.93008 -1.58058
H -1.40615 0.63455 -1.07828
H -1.09447 -2.14623 1.04378
H -1.66240 -1.80412 -1.05746
H 2.65330 -2.68206 -0.76293
H 1.57346 -2.48756 -1.92964
O 2.55115 -2.50597 -1.74790
H 0.05702 -3.61747 2.36578
H -0.25454 -3.92801 0.80187
O 0.28247 -4.21451 1.62667
H 0.31393 1.75461 2.60614
H -0.55534 2.42005 3.66535
O -0.63464 1.90980 2.89364
H -2.64001 2.25435 0.53323
H -1.45706 2.60817 1.57179
O -1.91235 2.94213 0.77428
H -0.71460 3.69583 -0.20676
H -0.67406 4.47611 -1.48757
O -0.09243 4.17552 -0.74207
H -3.65222 -1.27778 -1.37826
H -4.73388 -1.58050 -0.32234
O -4.49923 -0.94556 -0.96914
H -4.44470 2.00302 -0.45460
H -4.08724 0.47764 -0.16859
O -4.03648 1.40992 0.20151
H 2.28400 1.79972 1.47845
H 1.59587 0.54373 1.96965
O 1.87997 1.45556 2.26324
H 3.39996 -1.03618 -2.00412
H 3.27783 0.29359 -2.72548
O 3.76900 -0.14865 -2.11962
H -1.14076 -1.65836 3.33958
H 0.28734 -1.65408 2.72601
O -0.37038 -2.17323 3.21706
H 3.69302 0.41709 0.80693
H 3.69241 0.75782 -0.73304
O 3.59360 1.18837 0.17916
H -2.65264 -0.16583 2.28353
H -1.62134 0.46620 3.12859
O -2.23048 -0.23955 3.11978
H 1.45992 3.69983 -1.27172
H 2.75860 2.88278 -0.93789
O 2.36840 3.46073 -1.58611
H 2.25607 -2.03405 1.10449
H 1.85717 -3.49086 1.19812
O 2.53290 -2.92330 0.89177
H -2.38481 -2.98188 -1.91554
H -1.31449 -0.79429 -3.23726
O -2.30076 -2.01606 -1.90806
```

Record 3
Density functional theory data (ωB97M-V with the def2-TZVPD basis set) for 2 unconnected molecules or ions with the total composition C3H4ClFN3O2 at a distorted geometry.

Properties
HOMO level in hartree: -0.16485
Net charge: -1
LUMO energy in eV: 2.919
Frontier orbital gap in hartree: 0.2721

```
14
C3H4ClFN3O2 (ωB97M-V with the def2-TZVPD basis set)
C 0.53509 -0.24796 0.79957
H -1.29014 -1.14183 0.41898
Cl 2.45997 2.37803 -0.06840
C -0.68115 -0.23382 -0.11891
H 0.77614 0.66948 1.35233
C 1.61953 -1.02098 0.19172
N 2.43285 -1.74833 -0.18486
N -0.41402 -0.32007 -1.48485
H -0.40296 -1.24950 -1.87402
H 0.33886 0.29397 -1.83428
N -1.52925 0.99697 0.22318
O -2.18549 1.47322 -0.68401
O -1.59757 1.33005 1.38535
F -0.06186 -1.17923 1.87819
```

Record 4
Density functional theory data (ωB97M-V with the def2-TZVPD basis set) for C3H6N4O in the gas phase at a distorted geometry.

Properties
HOMO level in hartree: -0.33968
SMILES string: CN1N=NC(=O)[C@H]1N
LUMO energy in eV: -0.302
Frontier orbital gap in hartree: 0.3286

```
14
C3H6N4O (ωB97M-V with the def2-TZVPD basis set)
C -1.48318 1.18509 0.06406
N -0.17923 0.74233 0.01937
N 0.76068 1.62691 0.06413
N 1.98180 1.10590 0.21845
C 1.86865 -0.22753 0.08421
O 2.76476 -1.02381 0.01956
C 0.36964 -0.60753 -0.24256
N -0.22205 -1.72221 0.41238
H -1.89555 0.97908 1.02180
H -1.29808 2.25453 -0.01650
H -2.06874 0.84306 -0.89106
H 0.50177 -0.68036 -1.42583
H -1.20023 -1.79301 0.39938
H 0.09977 -2.68244 0.27261
```

Record 5
Density functional theory data (ωB97M-V with the def2-TZVPD basis set) for H2S2 in the gas phase at a distorted geometry.

Properties
HOMO level in hartree: -0.36381
SMILES string: SS
LUMO energy in eV: -1.420
Frontier orbital gap in hartree: 0.3116

```
4
H2S2 (ωB97M-V with the def2-TZVPD basis set)
S 1.06674 0.52093 -0.04088
S -1.37846 0.33141 0.05017
H 1.58594 -0.23411 0.89380
H -1.27423 -0.61824 -0.90309
```

Record 6
Density functional theory data (ωB97M-V with the def2-TZVPD basis set) for a molecular structure, C39H36KN7S4 at a distorted geometry.

Properties
HOMO level in hartree: -0.22394
LUMO energy in eV: -0.189
Frontier orbital gap in hartree: 0.2170

```
87
C39H36KN7S4 (ωB97M-V with the def2-TZVPD basis set)
K -0.35073 -0.65271 -0.15548
C 0.90873 1.59971 1.62133
C -0.31810 1.74418 2.52230
C -1.69305 1.65938 1.89829
C -2.76618 2.26295 2.55659
C -4.02521 2.19764 2.00349
C -4.20206 1.53090 0.79414
C -3.09151 0.95929 0.21250
N -1.86606 1.01250 0.74998
N 1.38675 0.22319 1.29522
C 2.56819 0.31331 0.42681
C 2.33652 0.59562 -1.06520
C 3.44335 0.52789 -1.91130
C 3.28648 0.83839 -3.24641
C 2.03156 1.21611 -3.71152
C 0.98770 1.24235 -2.81048
N 1.12736 0.92644 -1.51488
C 1.69680 -0.57381 2.47948
C 0.50253 -1.22376 3.17033
C 0.58850 -1.52789 4.52456
C -0.46294 -2.18174 5.13751
C -1.57987 -2.51046 4.38307
C -1.58324 -2.16443 3.04546
N -0.56969 -1.53818 2.43894
H 1.72943 2.14398 2.11012
H 0.70055 2.12339 0.68777
H -0.23760 2.74889 2.93173
H -0.28432 1.06220 3.37803
H -2.58611 2.80553 3.47626
H -4.86246 2.67853 2.49477
H -5.16887 1.46979 0.31437
H -3.18138 0.43375 -0.73722
H 3.12321 -0.62409 0.48829
H 3.25309 1.09698 0.78672
H 4.41121 0.24705 -1.51323
H 4.13415 0.80034 -3.91976
H 1.86863 1.49667 -4.74301
H -0.00678 1.54547 -3.11991
H 2.27453 0.00136 3.21883
H 2.33756 -1.40443 2.17099
H 1.46780 -1.23658 5.08621
H -0.41803 -2.42396 6.19234
H -2.43234 -3.01164 4.82119
H -2.44882 -2.38135 2.42657
N 0.09609 -2.92966 -0.89588
S -0.63242 -3.01513 -2.29589
C 0.28422 -4.07037 -3.39972
C 0.98785 -3.45859 -4.42504
C 1.80827 -4.23025 -5.24201
C 1.91988 -5.59327 -5.01857
C 1.21382 -6.19695 -3.98154
C 0.39134 -5.43705 -3.16624
C -2.11118 -4.01393 -2.15930
C -2.74659 -4.50142 -3.29580
C -3.93956 -5.19209 -3.15815
C -4.49183 -5.38691 -1.89581
C -3.85285 -4.88915 -0.77113
C -2.65578 -4.19005 -0.89840
H 0.36679 -3.85707 -0.56520
H 0.89993 -2.39001 -4.58264
H 2.35851 -3.76427 -6.04914
H 2.55928 -6.19288 -5.65439
H 1.30369 -7.26243 -3.81316
H -0.16977 -5.90377 -2.36558
H -2.30857 -4.35607 -4.27593
H -4.43688 -5.58237 -4.03692
H -5.42418 -5.92798 -1.79439
H -4.28441 -5.04213 0.20983
H -2.13835 -3.79442 -0.03283
S 3.41236 7.80265 3.44994
C 2.32784 6.62360 2.95818
S 1.39421 6.84496 1.52793
C 0.59846 5.30775 1.69878
N 1.00536 4.67629 2.76968
N 1.97939 5.41342 3.46394
C 2.47925 4.73272 4.62289
C 3.49542 5.25104 5.41978
C 3.94555 4.53642 6.52405
C 3.40465 3.30799 6.85935
C 2.38772 2.79600 6.06202
C 1.92627 3.49117 4.95673
S -0.53502 4.75721 0.53182
H 3.93193 6.20390 5.17839
H 4.73769 4.96731 7.12473
H 3.76174 2.76378 7.72449
H 1.93511 1.84024 6.30107
H 1.13401 3.08440 4.35214
```

Record 7
Density functional theory data (ωB97M-V with the def2-TZVPD basis set) for a molecular structure, C13H25BO3P2Pt at a distorted geometry.

Properties
2S+1: 3
HOMO level (spin up / spin down) in hartree: -0.19509 / -0.24784
⟨S²⟩: 2.011
LUMO energy (spin up / spin down) in eV: 0.559 / -1.101
Frontier orbital gap (spin up / spin down) in hartree: 0.2156 / 0.2074

```
45
C13H25BO3P2Pt (ωB97M-V with the def2-TZVPD basis set)
Pt 0.59104 -0.24486 -1.77569
H -1.42442 -1.90155 -2.04104
H -2.96046 0.11468 1.74018
P -0.19817 -2.59879 -1.77097
P 0.05732 1.92069 -2.01109
C 1.46255 2.80104 -1.37729
H 1.34360 3.84069 -1.68100
H 1.46072 2.71573 -0.28824
H 2.38629 2.38482 -1.78606
C -0.16717 2.24668 -3.75773
H -1.14820 1.86941 -4.06276
H -0.11781 3.32830 -3.89513
H 0.61830 1.74949 -4.33469
C -1.41595 2.41208 -1.11679
H -1.33559 2.19757 -0.04397
H -1.52242 3.49044 -1.27865
H -2.28605 1.89318 -1.53199
C -0.24442 -3.24416 -3.50853
H -0.14171 -4.34326 -3.46205
H -1.21031 -2.94654 -3.95159
H 0.59009 -2.77741 -4.05973
C 1.36114 -3.42471 -1.12052
H 1.46756 -3.20513 -0.03980
H 1.24558 -4.51982 -1.28150
H 2.23231 -3.04113 -1.68705
C -1.48057 -3.57835 -0.76135
H -2.47564 -3.31152 -1.16002
H -1.32117 -4.66782 -0.83035
H -1.39638 -3.20327 0.27186
C 0.86789 -0.36796 0.11357
O 1.07909 -0.34916 1.25226
H 1.93325 -0.54823 -2.73952
O -1.26036 -0.53817 3.15303
B -1.91579 0.34229 2.26491
O -1.24342 1.58686 2.19103
C -0.30784 1.51630 3.17311
C 0.38404 2.57550 3.76521
C 1.11568 2.27183 4.92785
C 1.14592 1.00218 5.46139
C 0.41775 -0.05466 4.88587
C -0.30473 0.22929 3.74427
H 0.31545 3.56239 3.33561
H 1.67661 3.08040 5.41303
H 1.73623 0.78934 6.36269
H 0.39011 -1.05465 5.29919
```

Record 8
Density functional theory data (ωB97M-V with the def2-TZVPD basis set) for C2H4N4O2 in the gas phase at a distorted geometry.

Properties
HOMO level in hartree: -0.37514
SMILES string: CNn1onnc1=O
LUMO energy in eV: -0.141
Frontier orbital gap in hartree: 0.3700

```
12
C2H4N4O2 (ωB97M-V with the def2-TZVPD basis set)
C 0.53293 -1.49172 2.16136
N -0.27563 -0.54557 1.43826
N 0.11117 -0.31013 0.17383
O 1.20113 0.62811 0.00376
N 0.93859 1.40912 -1.03892
N -0.10941 1.10386 -1.59201
C -0.75717 0.05745 -0.88250
O -1.81131 -0.39361 -1.18541
H -0.18050 -2.03442 2.82966
H 1.34051 -1.00531 2.68422
H 0.95643 -2.15340 1.46013
H -0.54270 0.32174 1.93798
```

Record 9
Density functional theory data (ωB97M-V with the def2-TZVPD basis set) for a molecular structure, C5H10MgO3Pt at a distorted geometry.

Properties
2S+1: 3
HOMO level (spin up / spin down) in hartree: -0.23123 / -0.28779
⟨S²⟩: 2.005
LUMO energy (spin up / spin down) in eV: -0.437 / -0.559
Frontier orbital gap (spin up / spin down) in hartree: 0.2152 / 0.2673

```
20
C5H10MgO3Pt (ωB97M-V with the def2-TZVPD basis set)
O -0.86910 -1.42966 -1.83478
C -1.58819 -0.31439 -2.25251
C -2.13399 0.49900 -1.08292
O -1.06137 0.63100 -0.14222
C -1.26624 1.54185 0.92462
Mg 0.00800 -1.10758 -0.17258
H -2.44846 -0.58266 -2.89409
H -0.93115 0.35518 -2.84502
H -2.97288 -0.01178 -0.58226
H -2.47345 1.49629 -1.40041
H -0.96829 1.02592 1.84459
H -0.62334 2.42272 0.78554
H -2.32156 1.85295 0.94694
C 1.83876 -1.35296 1.02014
C 2.70157 -0.48862 0.31962
O 2.83432 0.73254 0.62118
Pt 2.05718 2.33525 -0.13802
H 1.49654 -1.01676 2.00787
H 2.03710 -2.42318 0.89238
H 3.31936 -0.89287 -0.50492
```

E_tot (Ha)
-568.91966; -1792.85729; -991.47638; -412.08358; -797.52644; -4083.69138; -1562.86589; -447.96872; -741.49997
Energy relative to the best compared isomer or geometry (same formula, charge and spin) (kJ/mol)
257.1; 0.0; 8.2; 329.1; 89.4; 25.9; 0.0; 351.0; 0.0